C4H8O3 in the gas phase at a distorted geometry. Source: the OMol25 dataset; level of theory: ωB97M-V with the def2-TZVPD basis set.

The geometry in XYZ format:
```
15
Properties=species:S:1:pos:R:3:forces:R:3:nbo_charge:R:1
C 0.5787 -1.6810 1.6252 0.1 0.2 0.1 -0.220
O 0.4744 -0.3275 1.1066 -0.3 1.2 0.7 -0.612
C 1.2105 0.8505 0.5077 -0.2 -1.0 0.3 -0.122
C 0.4417 0.7055 -0.7761 0.1 -0.7 -0.3 0.774
O 0.6849 -0.1955 -1.5378 0.0 0.5 -0.5 -0.594
O -0.6710 1.4610 -0.8216 0.2 -0.2 0.0 -0.505
C -1.7086 0.8192 -1.5727 -0.2 -0.1 -0.2 -0.265
H 1.3021 -2.4025 1.2067 0.2 0.9 -0.2 0.183
H -0.4078 -2.1509 1.4442 0.4 0.6 -0.1 0.191
H 0.6890 -1.6724 2.7182 0.3 0.2 -0.2 0.176
H 1.0100 1.8451 0.9817 -0.2 -1.3 0.4 0.205
H 2.2971 0.7843 0.3553 -0.4 -0.6 0.1 0.203
H -1.3419 0.5074 -2.5505 -0.1 0.1 0.1 0.205
H -2.0292 -0.0708 -1.0196 0.0 0.2 -0.1 0.189
H -2.5300 1.5275 -1.6673 0.1 0.0 0.1 0.194
```
Positions in Å, forces in eV/Å.

Gap between HOMO and LUMO: 0.3916 Eh
Net charge: 0
Lowest unoccupied orbital energy: 0.93 eV
SMILES: COCC(=O)OC

***

A molecular structure, C3H7DyFO2 at a distorted geometry. Source: the OMol25 dataset; level of theory: ωB97M-V with the def2-TZVPD basis set.

The geometry in XYZ format:
```
14
Properties=species:S:1:pos:R:3:forces:R:3:mulliken_spin:R:1
O -1.0206 -1.7011 0.4945 -0.5 1.3 -1.2 0.073
C 0.3278 -1.6862 0.8027 0.6 -0.7 0.1 -0.001
C 0.9509 -0.3106 0.6269 0.4 -0.7 2.2 -0.032
O 0.5407 0.2101 -0.6590 0.0 5.6 -2.1 -0.023
C 0.7668 1.5048 -0.9341 1.9 -5.4 0.1 -0.008
Dy -2.2103 -0.7718 -0.9849 0.0 -2.3 0.5 5.978
H 0.8967 -2.4055 0.1812 -0.3 0.2 0.2 0.001
H 0.5008 -1.9674 1.8591 0.0 0.1 -0.4 0.005
H 2.0480 -0.3606 0.6296 -0.2 0.1 -0.1 0.001
H 0.5945 0.3832 1.4026 0.1 -0.1 -0.3 0.005
H 0.7722 1.7258 -2.0052 -1.0 0.4 0.2 -0.002
H 1.3907 2.0705 -0.2346 -0.8 0.3 0.3 0.003
H -2.7869 1.8754 -0.1287 -0.3 -0.9 -3.0 0.006
F -2.7714 1.4333 -1.0501 0.0 2.2 3.3 -0.005
```
Positions in Å, forces in eV/Å.

Gap between HOMO and LUMO (alpha / beta): 0.2019 / 0.2284 Eh
Multiplicity: 7
⟨S²⟩: 12.022
Net charge: +2
Lowest unoccupied orbital energy (alpha / beta): -11.28 / -11.27 eV

***

C22H19N3O3S2 in the gas phase at a distorted geometry. Source: the OMol25 dataset; level of theory: ωB97M-V with the def2-TZVPD basis set.

The geometry in XYZ format:
```
49
Properties=species:S:1:pos:R:3:forces:R:3:nbo_charge:R:1
C 5.8641 0.6908 0.5403 0.3 -0.3 -0.2 -0.427
N 4.4800 1.0809 0.7032 -0.8 -0.6 -0.5 -0.659
C 4.1589 1.5962 2.0137 -0.2 0.1 0.4 -0.428
S 3.3846 -0.1187 0.2357 0.0 0.5 0.1 2.309
O 3.1033 -1.0241 1.3153 -0.1 0.2 0.1 -0.939
O 3.8588 -0.6727 -0.9987 0.2 0.2 -0.2 -0.948
C 1.9282 0.8609 -0.0961 0.4 -0.2 0.2 -0.346
C 0.8206 0.7568 0.7248 0.1 -0.1 0.1 -0.174
C -0.3468 1.4103 0.3804 0.2 0.3 -0.1 -0.256
C -0.4120 2.1357 -0.8112 0.6 -0.2 0.4 0.258
N -1.6298 2.6491 -1.2678 0.0 0.5 -0.2 -0.644
C -2.8308 1.9863 -1.3790 0.1 0.1 -0.1 0.667
O -3.7956 2.5525 -1.8405 -0.2 -0.1 0.0 -0.575
C -2.8096 0.5662 -0.9187 0.0 -0.7 -0.2 -0.088
C -1.8176 -0.2727 -1.3543 -0.6 0.0 0.1 -0.211
C -1.6714 -1.5517 -0.7615 -0.7 0.3 0.2 0.189
C -0.4711 -2.3178 -0.9966 0.8 -0.4 -0.3 -0.253
C -0.1179 -3.5075 -0.4139 -0.3 0.4 -0.2 -0.192
C 1.1767 -3.9277 -0.7645 0.3 0.0 -0.2 -0.259
C 1.8019 -3.0593 -1.6044 -0.1 0.2 -0.1 -0.378
S 0.8257 -1.7098 -1.9896 -0.3 -0.5 0.3 0.434
N -2.5454 -2.0276 0.0986 0.5 -0.3 -0.2 -0.405
C -3.6041 -1.2759 0.4419 -0.3 0.6 0.0 0.144
C -4.5538 -1.8275 1.3281 -0.2 0.1 0.1 -0.189
C -5.6135 -1.0796 1.7592 0.1 -0.3 0.0 -0.201
C -5.7702 0.2482 1.3325 0.1 0.3 -0.1 -0.210
C -4.8682 0.8154 0.4733 -0.3 0.1 0.1 -0.207
C -3.7768 0.0673 -0.0046 0.3 -0.3 0.0 -0.026
C 0.7413 2.3078 -1.5781 -0.1 -0.1 0.1 -0.270
C 1.9101 1.6626 -1.2215 0.1 0.0 0.0 -0.155
H 6.4892 1.5840 0.5449 0.0 0.0 0.0 0.206
H 5.9476 0.1898 -0.4207 0.3 0.0 0.0 0.238
H 6.1965 0.0095 1.3316 0.1 0.0 0.0 0.185
H 4.7942 2.4556 2.2246 0.0 0.0 0.0 0.210
H 3.1174 1.9124 2.0097 0.0 0.1 0.2 0.213
H 4.2968 0.8388 2.7936 0.0 0.1 0.0 0.198
H 0.8808 0.1395 1.6071 -0.1 -0.1 0.1 0.252
H -1.2193 1.3337 1.0104 -0.1 0.0 0.1 0.233
H -1.6001 3.5291 -1.7693 -0.1 -0.1 0.1 0.414
H -1.1045 0.0367 -2.1029 0.1 0.2 0.0 0.224
H -0.7790 -4.0383 0.2456 -0.1 -0.1 0.1 0.239
H 1.6307 -4.8334 -0.4047 0.1 -0.1 0.1 0.226
H 2.7917 -3.1097 -2.0111 0.2 -0.1 0.0 0.247
H -4.4097 -2.8477 1.6468 0.0 -0.1 0.0 0.225
H -6.3396 -1.5061 2.4357 0.0 -0.1 0.0 0.216
H -6.6138 0.8223 1.6857 -0.1 0.1 0.0 0.216
H -4.9991 1.8294 0.1280 0.0 0.1 0.0 0.235
H 0.7006 2.9064 -2.4760 0.0 0.0 -0.1 0.222
H 2.7999 1.7338 -1.8250 0.1 0.1 -0.2 0.241
```
Positions in Å, forces in eV/Å.

Gap between HOMO and LUMO: 0.2844 Eh
Net charge: 0
Lowest unoccupied orbital energy: -0.36 eV
SMILES: CN(C)S(=O)(=O)c1ccc(NC(=O)c2cc(-c3cccs3)nc3ccccc23)cc1

***

A molecular structure, C28H37Cl8F3N2O2 at a distorted geometry. Source: the OMol25 dataset; level of theory: ωB97M-V with the def2-TZVPD basis set.

The geometry in XYZ format:
```
80
Properties=species:S:1:pos:R:3:forces:R:3:mulliken_charge:R:1
C -1.6513 -1.0107 3.7170 -3.3 3.4 1.3 -1.248
C -2.1042 0.1564 2.8227 -1.2 -3.9 3.9 0.553
O -1.2444 0.6050 2.1294 -1.9 0.0 2.6 -0.862
N -3.3891 0.5067 2.8204 -0.2 -0.8 -0.5 -0.086
C -3.8650 1.5918 2.0356 -0.8 1.1 -0.2 -0.685
H -0.6879 -0.7241 4.1388 -1.2 0.4 0.0 0.327
H -1.5076 -1.9281 3.1462 -2.7 3.1 0.2 -0.249
H -2.2891 -1.3107 4.5484 -0.5 0.5 0.2 0.556
H -4.0554 0.0218 3.4045 0.5 0.1 0.0 0.282
H -3.8654 2.4342 2.7273 -0.3 0.6 -0.6 0.351
H -4.8602 1.4000 1.6345 -0.2 -0.1 0.4 0.279
H -3.2845 1.8387 1.1466 0.5 -0.3 0.4 0.087
C -2.8780 0.2109 -1.9151 -0.3 1.1 -1.5 -0.548
C -2.1125 1.5444 -2.0894 -1.7 0.2 1.3 0.418
O -1.9756 2.2073 -1.0257 -2.3 1.6 -5.0 -0.603
N -1.6665 2.0237 -3.2591 0.1 0.0 -0.1 -0.028
C -1.8185 1.5519 -4.6363 0.0 -0.3 0.9 -1.016
H -3.9068 0.4148 -1.6182 0.0 0.1 -0.1 0.462
H -2.3067 -0.3710 -1.1918 -2.0 0.6 0.0 0.179
H -2.8349 -0.3542 -2.8462 -0.3 -0.2 0.0 0.334
H -1.2232 2.9282 -3.1848 -0.3 -0.1 0.1 0.388
H -2.8136 1.8103 -4.9984 0.1 0.0 -0.3 0.298
H -1.6647 0.4735 -4.6758 -0.1 0.0 -0.1 0.344
H -1.0274 2.0435 -5.2024 -0.3 -0.1 -0.2 0.354
C 2.3254 3.1950 1.1490 3.2 2.8 1.3 0.987
Cl 3.6335 3.0786 -0.0969 3.8 4.9 4.7 -0.208
Cl 2.2019 4.8550 1.7849 0.7 -0.5 0.9 -0.121
H 1.4030 2.7601 0.7641 1.8 4.2 0.8 -2.182
H 2.6063 2.5310 1.9664 0.4 1.0 0.5 0.796
C -0.4134 2.7327 2.2946 1.4 1.9 1.3 2.141
Cl -1.2445 3.5295 0.9269 -1.4 0.7 3.7 0.033
Cl -1.0248 3.0453 3.9668 -0.3 -0.1 -0.7 -0.233
H -0.3516 1.6722 2.0503 -0.4 2.1 1.5 -1.023
H 0.6420 2.9892 2.3873 -0.7 1.1 0.1 -0.038
C -0.7214 0.5810 0.0510 -1.2 -2.4 -0.8 -0.536
Cl -0.5197 -0.6602 -1.2035 -1.8 13.1 6.8 0.889
Cl 0.6468 1.6139 0.3316 -5.8 -5.9 2.8 1.086
H -1.5764 1.2154 -0.1827 0.7 -1.0 1.4 -0.161
H -0.8944 0.0289 0.9748 1.0 -0.4 -2.3 -0.210
C 0.6063 3.2295 -1.4395 -0.8 2.7 -3.2 2.361
Cl 0.6935 4.7630 -0.5182 0.5 0.6 -2.7 -0.092
Cl 2.2072 2.5718 -1.8282 -4.6 -0.5 -5.3 -0.168
H -0.0254 2.5743 -0.8396 0.0 1.7 -2.3 -1.791
H 0.1365 3.4541 -2.3971 0.5 0.4 0.2 0.194
F 0.7570 -1.7544 4.4026 1.2 0.1 2.3 -0.448
C 0.3406 -1.9855 3.1922 3.9 -1.5 -3.5 -0.382
C 0.9232 -1.2823 2.1356 -0.2 -1.0 0.7 -0.290
C 0.4731 -1.5215 0.8510 1.2 -1.2 1.6 0.944
C -0.4867 -2.4993 0.5908 0.7 1.4 3.0 0.675
C -1.0317 -3.1886 1.6272 0.5 -0.6 1.9 -1.328
C -0.6090 -2.9246 2.9785 1.2 -4.5 -2.8 0.003
H 1.7121 -0.5766 2.3496 0.0 0.2 0.0 0.607
H 0.8588 -0.9220 0.0397 0.7 -1.3 1.5 -1.480
H -0.8099 -2.6768 -0.4244 -0.2 0.1 4.3 0.198
H -1.8253 -3.8997 1.4517 -0.1 -0.2 0.1 0.423
H -1.1449 -3.3758 3.8005 0.5 -0.5 0.1 0.541
F 2.2179 -1.5372 -2.0954 8.9 10.3 11.2 0.678
C 2.8690 -0.7461 -1.2584 5.2 2.1 4.2 0.598
C 2.2829 0.2347 -0.4847 1.7 -3.9 -3.4 0.446
C 3.0342 0.8632 0.4452 0.7 -1.6 1.0 -0.531
C 4.4207 0.7000 0.5999 -0.3 -2.3 -0.1 -0.572
C 5.0002 -0.2762 -0.2007 -0.3 0.2 0.6 -1.129
C 4.2198 -0.9901 -1.1010 -0.2 -0.7 -0.8 -0.730
H 1.2677 0.4283 -0.7983 1.6 -0.9 -0.4 0.365
H 2.3803 1.4881 1.0354 1.9 -1.9 0.2 0.145
H 5.0052 1.2285 1.3384 -0.2 0.1 0.0 0.531
H 6.0170 -0.6231 -0.0899 0.2 0.4 0.0 0.399
H 4.7050 -1.7655 -1.6752 -0.1 -0.2 -0.1 0.471
F 0.7869 -6.0464 -1.9718 0.5 0.0 -0.2 -0.362
C 0.6817 -4.7150 -2.0766 0.6 2.3 -0.1 0.215
C 1.6812 -3.8890 -2.6571 0.6 -1.6 -0.1 -1.422
C 1.5209 -2.5070 -2.8042 -5.5 -9.1 -6.1 -0.055
C 0.3565 -1.9670 -2.2825 -3.8 -5.8 -5.2 -0.456
C -0.6296 -2.7245 -1.6655 0.8 -5.0 -7.9 -0.788
C -0.4326 -4.1191 -1.5870 -1.0 -1.4 -0.7 -0.918
H 2.5816 -4.3597 -3.0233 0.1 -0.1 -0.2 0.431
H 2.2096 -1.8675 -3.3364 -1.3 -2.9 -7.3 0.288
H 0.1207 -0.9294 -2.4671 2.1 -1.9 -4.8 0.245
H -1.6082 -2.3074 -1.4792 -0.4 -1.0 -1.0 0.686
H -1.1444 -4.7903 -1.1296 -0.4 0.2 0.1 0.390
```
Positions in Å, forces in eV/Å.

Gap between HOMO and LUMO: 0.2702 Eh
Net charge: 0
Lowest unoccupied orbital energy: 0.22 eV

***

2 unconnected molecules or ions with the total composition C6H17NO at a distorted geometry. Source: the OMol25 dataset; level of theory: ωB97M-V with the def2-TZVPD basis set.

The geometry in XYZ format:
```
25
Properties=species:S:1:pos:R:3:forces:R:3:mulliken_spin:R:1
C -1.4770 1.5793 -0.4428 -1.3 -2.8 2.2 -0.003
N -0.5361 0.7222 0.4343 -0.5 4.3 0.6 0.791
C 0.8188 0.2779 0.2540 0.4 -0.4 -0.3 0.003
C 0.6778 -1.2170 -0.4132 -0.8 1.2 -1.2 0.097
C 0.3384 -0.9462 -1.9703 3.4 -2.9 2.4 0.000
C 0.9843 -2.0912 -2.8710 0.6 2.9 2.3 0.006
C 1.5433 0.3086 1.5807 -4.4 1.7 3.2 0.024
H -2.1301 0.7924 -0.8879 0.1 0.8 0.0 0.038
H -1.0654 2.1678 -1.1887 1.5 0.7 -1.5 0.012
H -2.0828 2.2495 0.2231 0.6 -0.9 -0.4 0.007
H -0.7026 1.1116 1.4023 0.1 -1.5 -0.7 -0.029
H 1.3900 0.9722 -0.4375 -1.0 -0.8 0.2 0.046
H 1.5959 -1.8135 -0.3356 -0.1 0.5 0.4 0.010
H -0.1673 -1.7229 0.0928 0.7 0.1 -0.2 -0.003
H -0.6700 -1.0176 -2.0914 -2.9 0.6 -0.4 0.000
H 0.7983 0.0039 -2.0632 -0.1 0.9 -1.3 0.002
H 1.9933 -1.7346 -3.0841 0.0 -0.7 -0.3 -0.001
H 0.3875 -2.1370 -3.7035 -1.0 -0.2 -2.4 0.001
H 0.9445 -3.0299 -2.3806 0.2 -0.9 0.6 0.000
H 0.9333 -0.1997 2.4246 0.4 0.6 -1.4 -0.001
H 1.7781 1.2882 2.1023 0.0 -0.9 -1.4 -0.002
H 2.2885 -0.3350 1.5330 4.2 -2.4 -0.3 0.000
H -2.7664 1.2521 3.3175 0.4 -0.2 -0.4 0.000
H -2.7574 1.8802 4.5842 0.1 0.6 1.1 0.000
O -2.1169 1.6387 3.9210 -0.5 -0.4 -0.8 0.000
```
Positions in Å, forces in eV/Å.

Gap between HOMO and LUMO (alpha / beta): 0.4442 / 0.2744 Eh
Multiplicity: 2
⟨S²⟩: 0.755
Net charge: +1
Lowest unoccupied orbital energy (alpha / beta): -2.84 / -7.49 eV

***

Table of energy above the lowest of the compared OMol25 structures with the same formula, charge and spin (kJ/mol), in record order: 299.8 0.0 124.4 4137.5 196.2